Molecular formula: C16H48BF4O8
Method: DFT, ωB97M-V/def2-TZVPD

```
77
Properties=species:S:1:pos:R:3:mulliken_charge:R:1
C -3.29297 0.34760 -4.73561 -0.995
H 6.64203 -1.87240 1.70139 0.372
C -3.05297 -0.65840 -3.70161 -0.243
H -2.02497 0.85560 0.32339 -0.138
H -1.41697 0.73460 2.37439 0.453
H -2.61597 -0.36440 -1.81261 0.160
C -2.49197 1.55860 1.15739 0.372
O -3.15297 0.04060 -2.43861 -0.356
H -1.68897 -3.72740 5.20739 0.541
O 2.85903 0.57560 -1.71261 -0.439
H -2.29997 2.61760 1.13539 0.295
O 0.19403 -3.27940 2.78939 -0.445
H -4.62797 1.78560 1.57639 0.352
H 4.61203 -0.33740 -3.47261 0.370
C 0.42303 4.33360 0.76639 -0.386
H 4.22303 -0.44940 2.86339 0.166
O 0.85803 3.12660 -3.00761 -0.695
C -2.85897 -2.78440 1.47439 -0.737
C 6.02503 -1.21240 2.29039 -1.284
H 3.90403 -1.89540 -4.02061 0.291
H 2.30303 -1.50940 -2.17061 0.239
H -2.06097 -1.04940 -3.92761 0.277
H 2.32203 0.37060 -0.96761 0.199
C 3.12203 -0.72540 -2.12161 0.076
C -0.16197 2.45560 -2.27261 -0.037
H -0.74197 -4.89040 4.57139 0.315
O 4.04003 -2.39440 1.85839 -0.598
C 4.55403 -1.13840 2.01539 0.388
B 0.78003 -0.52240 0.84739 0.283
H 0.07803 4.58260 -0.30561 -0.073
H 2.51203 2.61960 0.25639 0.174
C 3.68003 -0.76840 -3.62261 -1.226
O -2.12897 1.34460 2.45439 -0.648
F 0.07803 -0.24340 2.02539 -0.298
H -3.78397 -2.76540 2.18739 0.313
H 0.90003 -2.54740 2.60539 0.217
O 2.44103 3.50160 -0.14861 -0.449
C -1.46897 3.20460 -2.60061 -1.387
H 0.15303 3.40860 1.36139 0.095
H -1.41397 4.19760 -2.37661 0.531
H 1.61103 2.92360 -2.50361 0.329
H 0.07903 2.30560 -1.37261 0.205
H 0.25903 -2.82240 5.00739 0.657
H -3.81097 -1.47640 0.14639 -0.150
H -4.48097 0.81460 -4.72561 0.185
C -3.35997 -2.47640 0.09539 0.182
H -3.25897 -0.18740 -5.54361 0.593
C -0.31197 -2.92540 4.16839 -0.397
H 4.05803 -1.15340 -1.57861 0.142
H -2.51197 1.25860 -4.52061 -0.014
H -4.06097 -3.35340 -0.21861 0.289
O -2.28497 -2.47040 -0.93461 -0.609
H -4.22897 1.17060 -0.14961 0.305
F -0.26097 -0.65240 -0.15161 -0.106
H -4.20497 0.16760 1.14739 0.212
H -1.55197 -2.04440 -0.45361 0.237
H 6.66403 -0.20340 2.20839 0.277
H 2.93703 -0.30640 -4.44961 0.263
H -0.14197 1.60360 -2.80261 0.653
C -1.34197 -4.05640 4.37939 -1.411
H -2.18397 -3.75440 1.42439 0.284
C 1.91003 4.46360 0.68039 -0.866
F 1.50403 -1.71040 0.99739 -0.475
H 4.32003 -0.33240 1.26339 -0.049
H 3.11903 -2.24740 1.61039 0.508
F 1.56903 0.53760 0.48939 -0.175
H 6.28503 -1.65540 3.30739 0.280
C -3.94597 1.23960 0.90839 -1.238
H -3.80997 -1.45040 -3.51061 0.332
H 0.31203 5.10860 1.40039 0.580
H -2.36297 2.67060 -2.22061 0.236
H -2.06697 -2.10240 1.75639 0.053
H 2.33803 4.49760 1.57139 0.459
H -0.66297 -2.00940 4.14439 0.300
H -2.13697 -4.16840 3.67639 0.322
H 2.34203 5.22760 0.09839 0.354
H -1.74397 3.04360 -3.77161 0.209
```

Its total charge is -1. For the max |F|, the calculation gives 8.80 eV/A. For the molar mass, the calculation gives 455.356 g/mol. The value obtained for the lowest unoccupied orbital energy is 2.858 eV. As for the spin multiplicity: 1. For the energy above the lowest of the compared OMol25 structures with the same formula, charge and spin, the calculation gives 8.490 eV. The highest occupied orbital energy comes out at -0.2587 hartree.

Molecular formula: C3H6N4
Method: DFT, ωB97M-V/def2-TZVPD

```
13
Properties=species:S:1:pos:R:3:mulliken_charge:R:1
H -1.94801 1.11511 1.10554 0.330
N -0.52653 -1.42335 -0.13660 -0.580
H -2.45439 0.85812 -0.77958 0.316
H 2.55498 -0.41048 0.38438 0.252
N 0.81241 1.87291 0.07100 -0.554
N 0.71881 -1.60553 0.10425 -0.396
C -2.02575 0.49550 0.20754 -0.942
N -0.66555 -0.08377 -0.21702 0.481
H -2.52080 -0.45060 0.23243 0.395
C 0.53725 0.56264 -0.11732 0.436
C 1.44094 -0.53614 0.06992 -0.288
H 1.87937 2.06327 -0.02728 0.286
H 0.40023 2.37073 -0.62791 0.263
```

For the max |F|, the calculation gives 4.80 eV/A. For the molar mass, the calculation gives 98.109 g/mol. The value obtained for the lowest unoccupied orbital energy is 0.684 eV. As for the spin multiplicity: 1. For the energy above the lowest of the compared OMol25 structures with the same formula, charge and spin, the calculation gives 2.582 eV. The highest occupied orbital energy comes out at -0.3114 hartree.

max |F| of number 2 (C3H6N4)? 4.80 eV/A

Copy entry 2 word for word.
Molecular formula: C3H6N4
Method: DFT, ωB97M-V/def2-TZVPD

```
13
Properties=species:S:1:pos:R:3:mulliken_charge:R:1
H -1.94801 1.11511 1.10554 0.330
N -0.52653 -1.42335 -0.13660 -0.580
H -2.45439 0.85812 -0.77958 0.316
H 2.55498 -0.41048 0.38438 0.252
N 0.81241 1.87291 0.07100 -0.554
N 0.71881 -1.60553 0.10425 -0.396
C -2.02575 0.49550 0.20754 -0.942
N -0.66555 -0.08377 -0.21702 0.481
H -2.52080 -0.45060 0.23243 0.395
C 0.53725 0.56264 -0.11732 0.436
C 1.44094 -0.53614 0.06992 -0.288
H 1.87937 2.06327 -0.02728 0.286
H 0.40023 2.37073 -0.62791 0.263
```

For the max |F|, the calculation gives 4.80 eV/A. For the molar mass, the calculation gives 98.109 g/mol. The value obtained for the lowest unoccupied orbital energy is 0.684 eV. As for the spin multiplicity: 1. For the energy above the lowest of the compared OMol25 structures with the same formula, charge and spin, the calculation gives 2.582 eV. The highest occupied orbital energy comes out at -0.3114 hartree.